1.
# C34H43BIrN7O2S5Se3Te

A molecular structure, C34H43BIrN7O2S5Se3Te (ωB97M-V/def2-TZVPD, the Open Molecules 2025 dataset).

## Properties
energy above the lowest of the compared OMol25 structures with the same formula, charge and spin = 0.0 kcal per mole
HOMO-LUMO gap (spin up / spin down) = 5.31 / 5.77 eV
charge = +1
multiplicity = 2
LUMO (spin up / spin down) = -4.865 / -4.870 eV
E_tot = -311505.2318 eV
HOMO (spin up / spin down) = -10.18 / -10.64 eV

XYZ file:
```
97
Properties=species:S:1:pos:R:3:lowdin_spin:R:1
H 1.220 -0.679 4.974 0.000
C 6.418 1.847 -0.844 0.000
S 1.944 0.249 -4.316 0.000
H 3.869 4.684 3.073 0.000
C 1.856 5.278 4.838 0.000
C 1.721 4.889 3.366 0.000
H -0.425 -0.096 5.152 0.000
H 5.842 0.624 2.351 0.000
H 2.959 4.940 1.580 0.000
C 3.442 -1.311 -0.784 0.000
C 5.145 2.927 1.026 0.000
S -0.098 -0.613 2.217 -0.012
H 0.478 5.448 1.673 0.000
C -0.258 0.081 -3.285 0.007
H 6.029 3.516 1.277 0.000
C 5.580 1.596 0.418 0.000
H 1.882 -1.425 -6.944 0.000
C 3.539 -2.694 -1.333 0.000
S -1.930 1.995 0.429 0.013
H 3.040 -3.406 -0.672 0.000
C -1.372 -2.108 -6.194 0.000
H -0.261 5.823 -2.104 0.000
Te -1.809 -4.393 0.057 0.343
H 5.844 2.381 -1.602 0.000
C 1.406 3.407 3.201 -0.001
C 2.319 4.935 -2.535 0.000
H 3.226 6.287 2.704 0.000
H 6.780 -0.127 1.053 0.000
C -0.405 -0.720 -4.525 0.001
H 1.384 4.649 -4.481 0.000
N 1.443 3.094 -1.226 0.000
H 4.562 2.769 1.934 0.000
N 3.188 1.257 0.257 0.001
H 3.170 3.128 -3.399 0.000
C 1.810 5.457 -3.883 0.000
H 0.938 5.089 5.397 0.000
H 4.282 4.499 -3.288 0.000
H 4.523 3.501 0.338 0.000
H 1.063 6.245 -3.774 0.000
C 0.565 5.682 2.735 0.000
C -0.778 2.975 -0.420 0.002
H 4.579 -2.988 -1.450 0.000
C 0.621 0.217 5.145 0.000
H 0.874 0.633 6.118 0.000
N 1.261 3.000 1.967 0.000
H 3.858 3.575 -1.836 0.000
C 4.371 0.757 0.043 0.001
H 5.519 -0.930 -0.688 0.000
C 3.476 3.969 -2.777 0.000
H -2.694 4.922 0.278 0.000
C 3.024 5.217 2.632 0.000
H -0.385 5.449 3.220 0.000
H -0.087 -2.674 -7.810 0.000
C 0.943 -1.424 -6.408 0.000
N 0.464 2.498 -0.560 0.004
C -0.165 -2.119 -6.885 -0.001
O 2.983 -0.572 -3.763 0.002
H 3.593 6.648 -2.182 0.000
N 2.111 0.520 -0.061 0.004
Se -2.625 -2.854 1.981 -0.082
Se -2.447 -3.197 -1.868 0.543
C 0.787 -0.734 -5.227 -0.001
H -2.217 -2.653 -6.592 0.000
C -1.507 -1.408 -5.000 0.002
C -0.083 4.856 -1.651 0.000
C 1.188 4.246 -1.790 0.001
H 7.291 2.448 -0.590 0.000
C 0.851 1.217 4.060 -0.001
B 0.775 1.233 0.275 0.013
C 4.525 -0.542 -0.506 0.000
H -2.517 5.807 -1.247 0.000
N 0.889 1.743 1.756 -0.003
N 0.878 0.644 -3.086 0.014
H -3.202 4.169 -1.224 0.000
C 0.605 0.863 2.708 -0.001
H -2.444 -1.389 -4.459 0.000
C 6.418 0.824 1.446 0.000
H 1.995 6.811 -1.451 0.000
O 2.292 1.438 -5.029 0.001
C 2.801 6.106 -1.665 0.000
H 1.413 2.842 5.294 0.000
Se -2.968 -0.893 0.951 -0.119
H 3.200 5.741 -0.715 0.000
C 2.165 -0.733 -0.522 0.000
C -1.087 4.244 -0.957 0.000
H 7.290 1.418 1.723 0.000
H 2.679 4.749 5.324 0.000
S -1.598 0.320 -2.180 0.096
H 6.773 0.915 -1.286 0.000
S 0.737 -1.639 -0.807 0.018
H 0.750 6.752 2.843 0.000
Ir -0.850 -0.093 -0.019 0.151
H 3.047 -2.740 -2.305 0.000
H 2.645 5.881 -4.442 0.000
C -2.451 4.826 -0.781 0.000
H 2.067 6.345 4.908 0.000
C 1.245 2.504 4.281 0.000
```

***

2.
# C34H43BaN10S

A molecular structure, C34H43BaN10S (ωB97M-V/def2-TZVPD, the Open Molecules 2025 dataset).

## Properties
energy above the lowest of the compared OMol25 structures with the same formula, charge and spin = 0.0 kcal per mole
HOMO-LUMO gap = 7.12 eV
charge = +1
multiplicity = 1
LUMO = -2.322 eV
E_tot = -62381.3646 eV
HOMO = -9.44 eV

XYZ file:
```
89
Properties=species:S:1:pos:R:3:lowdin_charge:R:1
H -5.342 1.773 0.753 0.081
N -3.095 -0.592 1.793 -0.164
H -1.634 3.101 4.501 0.128
C -1.850 1.376 -2.401 -0.197
C 2.096 3.192 0.930 -0.243
C 0.733 -5.208 -1.752 -0.021
H -3.626 1.241 3.915 0.092
N -0.798 0.413 -2.003 -0.201
C -3.100 -0.743 3.252 -0.201
H 1.445 -4.506 3.587 0.114
H 4.840 2.915 0.928 0.105
C 0.513 -2.784 2.720 -0.159
H 0.482 -5.869 -2.574 0.115
C -4.537 1.457 1.416 -0.443
H -0.232 -1.549 -2.495 0.114
H -1.016 4.254 0.158 0.047
C -0.531 2.152 -4.209 -0.151
H 1.096 -5.887 1.531 0.129
H 5.069 -4.771 -3.315 0.116
H -4.055 -1.147 3.615 0.126
H -2.823 0.975 -2.103 0.121
C 0.947 -4.096 2.719 -0.031
C 0.045 4.272 0.412 -0.195
H 1.293 0.260 -2.172 0.126
H -2.045 0.527 -5.603 0.130
H -1.678 2.317 -1.870 0.114
N 4.435 -3.226 -2.108 0.093
H -4.226 -0.209 0.112 0.111
C -0.139 -5.084 -0.756 -0.034
H -2.330 -1.480 3.489 0.107
H 0.680 1.908 -1.897 0.108
H 4.914 -1.291 1.715 0.108
C 0.095 -4.306 0.489 -0.212
H -0.360 3.094 -3.686 0.133
C 0.508 0.974 -2.439 -0.194
H 0.687 -2.144 3.578 0.114
H -0.813 -2.513 -0.241 0.100
H -4.878 1.669 2.427 0.069
H 2.485 6.565 0.900 0.101
C 3.046 -5.080 -2.648 0.001
C 2.043 -4.527 -1.864 -0.265
C 4.385 -0.363 1.542 -0.071
C -2.053 0.351 -4.527 -0.164
N 2.289 0.780 1.312 -0.040
C -0.320 -2.987 0.602 -0.129
H -1.082 -5.615 -0.831 0.119
C 2.925 1.956 1.129 -0.228
C 2.713 4.441 1.035 -0.056
N -1.571 1.193 3.535 -0.172
H -0.804 0.924 4.143 0.113
H -3.677 3.280 3.258 0.077
C 1.995 5.604 0.815 -0.092
C -1.588 2.663 3.495 -0.275
H 0.081 6.426 0.293 0.099
H 0.306 0.122 -5.643 0.130
C 4.242 -4.389 -2.727 -0.110
H -0.647 2.989 3.045 0.093
C -1.020 -0.838 -2.760 -0.195
H -2.488 4.307 2.498 0.081
H -2.733 0.305 5.077 0.129
H 3.550 -1.824 -0.899 0.095
H -1.986 -1.259 -2.465 0.124
H 3.758 4.535 1.308 0.096
N 0.546 1.214 -3.873 -0.078
C 0.290 -0.051 -4.566 -0.161
H -2.973 -1.522 1.406 0.093
C 3.007 -0.333 1.506 -0.174
C 3.402 -2.770 -1.409 -0.190
H -3.026 -0.057 -4.247 0.127
H 1.080 -0.762 -4.315 0.127
C 0.747 -4.863 1.578 0.007
S -3.120 2.540 1.070 0.823
H 6.133 0.870 1.325 0.115
C -2.741 3.266 2.698 -0.436
N -1.852 1.626 -3.834 -0.080
H 2.902 -6.015 -3.172 0.117
C 0.649 5.523 0.484 -0.098
N -0.095 -2.227 1.667 -0.052
C 5.052 0.836 1.331 -0.047
H -5.210 -0.557 1.528 0.125
N -1.010 -0.627 -4.198 -0.083
Ba -0.482 0.599 0.909 1.653
H 2.439 -1.250 1.639 0.081
N 2.221 -3.357 -1.236 0.145
C 0.720 3.061 0.636 -0.284
C -4.305 -0.033 1.188 -0.273
C -2.796 0.543 4.011 -0.200
H -0.518 2.338 -5.283 0.130
C 4.324 1.986 1.119 -0.007
```

***

3.
# C34H43BrIN7O2SSeTa

A molecular structure, C34H43BrIN7O2SSeTa (ωB97M-V/def2-TZVPD, the Open Molecules 2025 dataset).

## Properties
energy above the lowest of the compared OMol25 structures with the same formula, charge and spin = 0.0 kcal per mole
HOMO-LUMO gap = 5.70 eV
charge = +3
multiplicity = 1
LUMO = -9.518 eV
E_tot = -206336.4734 eV
HOMO = -15.21 eV

XYZ file:
```
91
Properties=species:S:1:pos:R:3:lowdin_charge:R:1
C 3.686 -1.175 4.768 -0.553
C 0.527 6.674 -4.463 -0.031
H 5.271 -0.197 -1.159 0.098
C 4.645 0.025 4.745 -0.028
H 5.039 -2.725 -1.098 0.098
C 2.839 -1.147 3.500 -0.130
H 0.303 -5.713 -0.748 0.083
H -4.092 1.329 -2.647 0.105
C -2.172 1.514 0.568 -0.359
H -0.301 5.837 -2.668 0.126
H -3.549 -0.351 -2.892 0.025
N -1.588 0.819 -0.554 -0.215
C -4.414 0.306 -2.834 0.004
H -6.208 -3.184 0.683 0.102
Se -3.522 -2.288 -0.783 0.714
O 0.595 -1.016 0.003 -0.390
H -0.097 -4.000 -3.927 0.160
C -3.875 1.725 2.257 -0.063
C 2.826 -1.090 6.029 -0.056
H 2.255 -0.161 6.075 0.092
H 0.088 -5.581 -3.238 0.159
H -0.545 2.913 0.718 0.111
H -1.474 4.060 2.678 0.121
C 1.450 -1.037 3.534 -0.039
H 0.914 -0.974 4.469 0.111
H -7.931 -0.182 0.133 0.147
H 3.748 -3.480 -0.154 0.090
C 0.286 4.326 -4.102 -0.204
C -0.481 -4.123 -1.950 -0.538
H -1.466 -5.669 -0.874 0.089
C -1.489 2.589 1.132 -0.040
C 1.408 -1.075 1.095 -0.338
C 0.850 4.024 -5.346 0.015
C 1.243 5.076 -6.144 -0.027
H 4.111 0.829 -0.306 0.095
C -6.205 -2.166 1.065 0.005
C 0.775 -1.000 2.337 -0.534
C 2.800 -1.195 1.023 -0.068
H 3.834 -3.353 4.779 0.094
H 2.297 -0.347 -1.681 0.070
H -6.913 1.209 -2.033 0.148
C 0.126 5.638 -3.644 0.012
C 1.079 6.392 -5.707 -0.008
H 5.337 -0.024 3.903 0.082
N -0.138 -4.604 -3.116 0.274
N -6.061 -1.218 -0.040 -0.110
C 4.638 -0.126 -0.274 -0.025
H -0.491 3.600 -2.314 0.174
H -3.598 3.300 3.686 0.122
H -7.152 -1.962 1.556 0.109
H 3.564 -1.347 -2.387 0.099
H 4.099 0.967 4.685 0.095
C 4.491 -2.482 4.806 -0.029
C 2.860 -1.272 -1.557 -0.060
N -1.085 1.717 -1.420 0.021
N -0.156 3.316 -3.248 0.099
H 1.681 4.881 -7.112 0.126
S -0.668 -0.453 -2.875 0.767
C -2.010 3.227 2.245 -0.045
H 0.971 2.999 -5.664 0.121
H 5.242 0.037 5.657 0.098
N -0.162 2.098 -3.522 0.138
Br -1.131 -0.817 2.316 0.920
H 2.167 -2.114 -1.637 0.069
H 5.095 -2.683 0.658 0.087
H 0.415 7.698 -4.136 0.126
H -5.392 -2.033 1.775 0.094
O -0.764 -2.896 -1.836 -0.399
H 4.534 -1.315 2.238 0.113
C -3.367 1.088 1.132 -0.120
H -3.894 0.254 0.707 0.054
C -5.011 -1.121 -0.871 -0.633
C -3.202 2.799 2.815 -0.048
H -4.974 0.250 -3.765 0.115
C -6.500 0.401 -1.455 0.011
C 3.456 -1.224 2.255 0.042
H 5.292 -0.119 0.597 0.086
H 3.472 -1.114 6.906 0.098
H 2.138 -1.934 6.112 0.092
H 1.391 7.206 -6.348 0.129
C -6.998 -0.279 -0.394 0.014
I -0.682 -3.969 1.038 1.158
C 4.428 -2.626 -0.201 -0.026
C -0.646 1.245 -2.532 -0.734
C 3.651 -1.302 -0.247 -0.528
H 5.193 -2.555 3.975 0.082
H -4.807 1.386 2.691 0.116
H 5.072 -2.528 5.727 0.098
N -5.268 -0.136 -1.737 -0.098
Ta -1.133 -1.213 -0.657 1.234
C -0.567 -5.060 -0.776 -0.464
```

***

4.
# C34H43N3O4S5Si2Ti

A molecular structure, C34H43N3O4S5Si2Ti (ωB97M-V/def2-TZVPD, the Open Molecules 2025 dataset).

## Properties
energy above the lowest of the compared OMol25 structures with the same formula, charge and spin = 7.4 kcal per mole
HOMO-LUMO gap (spin up / spin down) = 4.60 / 6.69 eV
charge = -1
multiplicity = 2
LUMO (spin up / spin down) = 2.052 / 2.052 eV
E_tot = -141666.1756 eV
HOMO (spin up / spin down) = -2.55 / -4.64 eV

XYZ file:
```
92
Properties=species:S:1:pos:R:3:lowdin_spin:R:1
C 1.505 5.420 -1.057 0.000
C -5.115 -2.473 -2.383 0.000
H -2.570 -1.851 1.838 0.000
H 2.419 1.454 4.235 0.000
S -2.698 -0.196 4.432 0.000
N 1.771 -0.542 -2.137 0.004
C 2.384 -1.848 -2.202 0.043
C 2.226 4.367 -1.595 0.000
C 2.894 -3.878 -0.972 0.018
S -1.137 3.727 4.834 0.000
H 3.263 -5.562 0.349 0.016
O 2.460 0.365 0.740 0.006
H -0.371 0.058 -4.263 0.000
H 2.014 -4.500 2.266 -0.002
C -2.042 -2.655 1.328 0.008
C -2.906 -0.761 -2.354 0.001
C -2.992 -1.806 -1.428 0.000
C 3.134 6.946 -1.995 0.000
H -1.132 4.207 1.823 0.000
H -1.320 2.225 6.608 0.000
C 3.095 -2.298 -3.303 0.075
H -1.521 1.374 -4.382 0.001
C -1.722 2.181 5.595 0.000
H -0.363 -3.501 -2.208 0.000
S 0.560 2.366 -0.725 0.001
H -0.041 -4.232 -0.632 0.000
H 3.476 7.962 -2.142 0.000
H 0.603 5.226 -0.494 0.000
C -3.733 0.835 3.366 0.000
H 1.386 -0.267 -3.036 0.000
C 2.777 -4.601 0.242 0.250
Ti 0.470 -0.299 -0.411 0.029
H -3.262 2.164 -2.408 0.000
S -1.626 1.955 1.818 0.001
H -5.975 -3.132 -2.391 0.000
N 2.837 2.153 -2.128 0.000
H -1.239 -2.985 1.981 0.002
C 3.855 5.888 -2.537 0.000
Si -1.506 0.485 -2.040 0.007
C -2.582 1.988 -1.569 -0.001
C 1.444 -2.806 1.137 0.163
H 3.007 2.018 2.642 0.000
H -3.095 0.204 1.406 0.000
H -2.025 2.901 -1.373 0.000
C 3.700 -3.550 -3.247 0.027
H 2.483 0.172 -1.933 0.000
O 5.288 2.801 -2.221 0.000
H -0.659 1.053 4.065 0.000
H -2.739 -3.494 1.226 0.001
C -0.792 -3.713 -1.226 -0.002
H 0.908 -2.343 1.954 0.010
H -3.863 0.198 -4.031 0.000
H -4.002 1.751 3.897 0.000
S 4.017 3.049 -2.842 0.000
H 1.425 7.549 -0.852 0.000
C -4.108 -2.649 -1.450 0.000
C 1.410 0.357 1.380 0.001
H -3.977 1.722 1.425 0.000
C -3.921 -0.604 -3.303 0.000
H 0.049 1.670 -3.635 0.000
C -3.226 1.136 1.963 0.000
H -2.840 3.989 1.468 0.000
C -2.381 4.076 3.567 0.000
C -1.309 0.870 4.917 0.000
H -3.330 3.648 3.890 0.000
C 2.075 -4.012 1.300 0.052
H 3.186 -1.671 -4.181 0.006
H -2.807 2.248 5.692 0.000
H 4.758 6.053 -3.107 0.000
H -1.642 -4.384 -1.377 0.000
C 3.374 4.616 -2.316 0.000
C 1.952 2.896 -1.517 0.000
C 3.611 -4.318 -2.097 0.076
O 3.935 2.931 -4.272 0.000
H 4.254 -3.918 -4.100 0.000
Si -1.428 -2.128 -0.394 0.006
H -2.511 5.162 3.593 0.000
H -5.793 -1.323 -4.065 0.000
H 4.101 -5.284 -2.051 0.002
O 1.375 0.730 2.662 0.001
H 3.362 0.362 3.171 0.000
H -4.652 0.251 3.281 0.000
C -2.034 3.676 2.137 0.000
C -5.013 -1.454 -3.324 0.000
C 2.628 1.167 3.207 0.000
H -0.759 0.239 5.617 0.000
C -0.756 0.935 -3.737 0.003
C 2.239 -2.619 -1.055 0.027
H -4.187 -3.463 -0.736 0.000
C 1.972 6.710 -1.264 0.000
N 1.446 -2.119 -0.048 0.167
H -3.193 1.756 -0.698 0.000
```

***

5.
# C34H44BrFeN3O2PS2Si

A molecular structure, C34H44BrFeN3O2PS2Si (ωB97M-V/def2-TZVPD, the Open Molecules 2025 dataset).

## Properties
energy above the lowest of the compared OMol25 structures with the same formula, charge and spin = 0.0 kcal per mole
HOMO-LUMO gap (spin up / spin down) = 6.13 / 6.73 eV
charge = -1
multiplicity = 5
LUMO (spin up / spin down) = 2.410 / 2.409 eV
E_tot = -187806.8826 eV
HOMO (spin up / spin down) = -3.72 / -4.32 eV

XYZ file:
```
89
Properties=species:S:1:pos:R:3:lowdin_spin:R:1
C -2.671 4.530 0.067 0.000
C 1.565 2.399 2.177 0.004
Fe 0.811 -0.886 0.003 3.690
C -0.226 -3.688 0.902 0.004
N 2.450 -1.360 1.636 0.033
H 1.893 -3.474 -1.373 0.000
C 3.895 2.778 2.688 0.000
O -3.709 0.242 -2.224 0.001
C -2.272 0.401 2.321 0.003
H 0.299 1.242 4.336 0.000
H -4.093 -2.402 -4.264 0.000
H -2.645 0.581 1.292 0.000
H 2.603 -0.427 2.020 0.000
H -1.934 -3.209 -5.174 0.000
C 2.248 4.054 3.867 0.000
H -3.336 -2.489 -2.609 0.001
N 1.944 -3.336 -0.386 0.029
C -0.791 4.484 -1.481 0.000
H 3.663 -1.112 -0.020 0.002
H -1.124 0.077 6.029 0.000
H -0.891 -3.661 0.021 0.000
C -0.617 0.805 4.004 0.004
H -0.346 4.735 -2.443 0.000
C 1.942 -2.272 2.656 0.003
H -4.310 1.288 -4.800 0.000
C -2.233 -3.445 -4.197 0.000
C 3.381 -0.135 -4.151 0.006
C 2.894 2.156 1.929 0.001
H 0.086 -1.502 3.422 0.000
O -2.464 -1.152 -3.880 0.002
C 1.078 -4.267 0.389 0.001
C -4.295 1.494 -2.582 0.000
H 0.879 -5.070 -0.302 0.000
H -3.220 -0.973 5.322 0.000
H 4.491 -1.946 1.354 0.001
N -0.160 -2.338 1.455 0.030
H 3.151 1.570 1.063 0.000
H 3.264 1.000 -1.036 0.002
H 2.420 -3.219 2.345 0.000
C 0.460 -2.324 2.807 0.003
H -2.321 3.284 1.811 0.000
Si 0.136 1.456 1.222 0.021
C 1.651 -1.210 -2.983 0.016
H 0.171 -3.212 3.308 0.001
C 3.554 -1.791 0.830 0.007
H -5.808 0.806 -4.027 0.000
C -2.033 4.999 -1.115 0.001
P -2.191 -0.198 -2.614 0.006
C -1.420 0.178 5.000 0.000
H 0.900 -1.971 -2.884 0.002
H 4.519 1.312 -3.078 0.000
H 1.725 -4.704 1.168 0.000
C 3.591 3.795 3.598 0.000
H -1.406 -3.656 -3.546 0.000
C -3.079 -0.276 3.263 0.000
H 2.474 -2.047 3.642 0.001
C 2.933 0.465 -1.905 0.017
C -1.012 0.880 2.631 0.006
H 4.003 -3.221 -0.632 0.000
H -1.107 -1.999 1.485 0.002
C -3.187 -2.377 -3.691 0.002
H 2.213 -1.787 -4.936 0.000
C 2.400 -1.089 -4.159 0.000
H -3.639 4.953 0.274 0.000
H 0.200 3.588 3.338 0.000
C 1.234 3.331 3.163 0.001
Br 4.493 -0.059 -5.637 0.002
H -2.801 -4.338 -4.268 0.000
H 1.980 4.758 4.648 0.000
H -5.047 1.771 -1.812 0.000
H -5.423 2.525 -4.104 0.000
S -1.555 -1.402 -1.053 0.033
C -0.847 2.941 0.434 0.004
C 1.939 -0.497 -1.776 0.045
S -1.101 1.236 -3.278 0.001
C -2.058 3.565 0.864 0.002
C -2.612 -0.395 4.610 0.003
H -0.597 -4.396 1.635 0.001
C 3.293 -3.135 0.157 0.002
H 3.491 -3.962 0.832 0.000
H 4.379 4.310 4.113 0.000
H -2.608 5.769 -1.691 0.000
C -4.971 1.502 -3.965 0.000
H -3.552 2.306 -2.540 0.000
H -4.022 -0.751 3.008 0.000
C 3.727 0.609 -3.048 0.000
H 4.892 2.539 2.323 0.000
H 0.662 2.986 -1.076 0.001
C -0.245 3.464 -0.728 0.002
```

***

- Which of these has the highest E_tot?
  C34H43BaN10S

***

- The highest multiplicity belongs to which entry?
  C34H44BrFeN3O2PS2Si

***

- charge of number 4 (C34H43N3O4S5Si2Ti)?
  -1